(one)
Formula: C2H7Cl3Si2
Source: OMol25
Level of theory: wB97M-V/def2-TZVPD

Its SMILES is Cl[SiH](Cl)Cl.CC=[SiH2]. The value obtained for the HOMO-LUMO gap is 0.319 Eh.

The geometry in ORCA input format:
```
! RIJCOSX wB97M-V def2-TZVPD def2/J DEFGRID3
* xyz 0 1
Cl -1.73 -1.20 2.46
Cl 1.45 -1.28 3.04
Cl -0.14 1.39 4.05
Si -1.49 0.76 -1.79
Si -0.11 -0.12 2.62
C 1.00 -0.76 -1.28
C 0.16 0.49 -1.56
H 0.39 -1.59 -1.57
H -1.53 2.23 -1.77
H 0.81 1.40 -1.48
H 1.45 -0.69 -0.20
H -2.33 -0.35 -1.95
H 0.19 0.52 1.29
H 1.89 -0.81 -1.87
*
```

Results of the Löwdin charge analysis, in e, for atoms 1 through 4: number 1, Cl, carries 0.3400; number 2, Cl, carries 0.3030; number 3, Cl, carries 0.2197; number 4, Si, carries 0.7077



(two)
Formula: C2H7Cl3Si2
Source: OMol25
Level of theory: wB97M-V/def2-TZVPD

Its SMILES is C[SiH](Cl)Cl.C=[SiH]Cl. The value obtained for the HOMO-LUMO gap is 0.329 Eh.

The geometry in ORCA input format:
```
! RIJCOSX wB97M-V def2-TZVPD def2/J DEFGRID3
* xyz 0 1
Cl 2.81 0.05 1.45
Cl 0.42 -1.34 -0.45
Cl -3.15 -2.56 -0.35
Si -2.95 -0.81 0.55
Si 2.04 -0.13 -0.46
C 1.82 1.50 -1.43
C -2.07 -0.55 2.02
H 2.71 1.74 -1.98
H -2.09 0.45 2.54
H 1.35 2.20 -0.71
H 3.23 -0.77 -0.99
H 0.93 1.53 -2.02
H -3.80 -0.02 -0.37
H -1.24 -1.30 2.21
*
```

Results of the Löwdin charge analysis, in e, for atoms 1 through 4: number 1, Cl, carries 0.2202; number 2, Cl, carries 0.2864; number 3, Cl, carries 0.2640; number 4, Si, carries 0.1452



Most stable structure - (two); separation to the second - 0.0148 hartree.



(one)
Formula: C4H12
Source: OMol25
Level of theory: wB97M-V/def2-TZVPD

The value obtained for the HOMO-LUMO gap (spin up / spin down) is 0.102 / 0.436 Eh. Its expectation value of S² is 0.75.

The geometry in ORCA input format:
```
! RIJCOSX wB97M-V def2-TZVPD def2/J DEFGRID3
* xyz -1 2
C -1.18 2.12 -0.15
C 0.25 1.81 -0.60
C 0.54 -2.17 1.12
C 0.39 -1.74 -0.38
H -1.84 1.26 -0.17
H 1.36 -1.82 -0.87
H 0.35 1.78 -1.68
H 1.07 2.31 -0.08
H 0.53 0.83 -0.21
H 1.60 -2.21 1.41
H -0.18 -1.58 1.69
H 0.06 -0.72 -0.43
H -0.45 -2.33 -0.77
H 0.32 -3.24 1.21
H -1.21 2.66 0.80
H -1.59 2.94 -0.76
*
```

Results of the Löwdin charge analysis, in e, for atoms 1 through 4: number 1, C, carries -0.3104; number 2, C, carries -0.2926; number 3, C, carries -0.3826; number 4, C, carries -0.3021



(two)
Formula: C4H12
Source: OMol25
Level of theory: wB97M-V/def2-TZVPD

The value obtained for the HOMO-LUMO gap (spin up / spin down) is 0.105 / 0.413 Eh. Its expectation value of S² is 0.75.

The geometry in ORCA input format:
```
! RIJCOSX wB97M-V def2-TZVPD def2/J DEFGRID3
* xyz -1 2
C 1.43 -1.72 -1.34
C -0.24 1.68 0.83
C -1.75 1.27 0.68
C 0.39 -1.33 -0.38
H 1.11 -2.44 -2.09
H -0.28 -2.14 0.08
H -1.93 0.19 0.71
H 1.06 -0.85 0.41
H 0.33 0.98 1.15
H -2.10 1.72 -0.11
H 2.01 -0.90 -1.78
H -0.40 -0.72 -0.93
H 0.16 2.32 0.08
H 0.10 2.32 1.76
H -2.02 1.79 1.62
H 2.13 -2.17 -0.69
*
```

Results of the Löwdin charge analysis, in e, for atoms 1 through 4: number 1, C, carries -0.4298; number 2, C, carries -0.2788; number 3, C, carries -0.1947; number 4, C, carries -0.4214



(three)
Formula: C4H12
Source: OMol25
Level of theory: wB97M-V/def2-TZVPD

The value obtained for the HOMO-LUMO gap (spin up / spin down) is 0.105 / 0.442 Eh. Its expectation value of S² is 0.75.

The geometry in ORCA input format:
```
! RIJCOSX wB97M-V def2-TZVPD def2/J DEFGRID3
* xyz -1 2
C 1.06 1.44 0.79
C -0.76 -1.45 -1.26
C -0.30 2.11 0.76
C 0.10 -2.16 -0.23
H -0.20 -0.88 -2.02
H -1.29 -0.59 -0.85
H -1.09 1.50 0.33
H -0.30 2.99 0.10
H -0.59 -2.77 0.36
H -1.54 -2.04 -1.74
H 1.15 0.76 1.64
H 0.80 -2.83 -0.70
H 1.15 0.75 -0.05
H 1.89 2.14 0.70
H 0.57 -1.48 0.46
H -0.65 2.51 1.71
*
```

Results of the Löwdin charge analysis, in e, for atoms 1 through 4: number 1, C, carries -0.2700; number 2, C, carries -0.4343; number 3, C, carries -0.3359; number 4, C, carries -0.2773



Most stable structure - (three); separation to the second - 0.0192 hartree.



(one)
Formula: C4H12
Source: OMol25
Level of theory: wB97M-V/def2-TZVPD

The value obtained for the HOMO-LUMO gap (spin up / spin down) is 0.098 / 0.456 Eh. Its expectation value of S² is 0.75.

The geometry in ORCA input format:
```
! RIJCOSX wB97M-V def2-TZVPD def2/J DEFGRID3
* xyz -1 2
C 1.97 -1.86 -1.68
C -0.97 1.29 0.73
C 0.82 -1.19 -0.91
C -1.84 1.79 1.89
H -1.42 2.72 2.29
H 0.07 1.25 1.05
H -1.05 1.92 -0.16
H -1.26 0.28 0.44
H -2.87 1.90 1.54
H 1.59 -2.51 -2.48
H 0.18 -0.67 -1.63
H 1.22 -0.44 -0.23
H -1.85 1.04 2.68
H 2.59 -2.49 -1.03
H 2.60 -1.09 -2.13
H 0.22 -1.92 -0.37
*
```

Results of the Löwdin charge analysis, in e, for atoms 1 through 4: number 1, C, carries -0.3105; number 2, C, carries -0.3609; number 3, C, carries -0.4079; number 4, C, carries -0.2824



(two)
Formula: C4H12
Source: OMol25
Level of theory: wB97M-V/def2-TZVPD

The value obtained for the HOMO-LUMO gap (spin up / spin down) is 0.102 / 0.444 Eh. Its expectation value of S² is 0.75.

The geometry in ORCA input format:
```
! RIJCOSX wB97M-V def2-TZVPD def2/J DEFGRID3
* xyz -1 2
C -2.28 1.83 -0.28
C 2.13 -0.45 0.42
C -1.99 0.40 0.17
C 2.17 -1.78 -0.31
H 3.01 0.19 0.28
H -2.33 1.97 -1.36
H 1.30 0.23 0.20
H 2.07 -0.65 1.50
H -1.57 -0.22 -0.62
H 2.09 -1.58 -1.39
H 1.38 -2.51 -0.15
H -3.28 2.10 0.10
H 3.15 -2.23 -0.17
H -1.57 2.53 0.15
H -2.87 -0.23 0.38
H -1.39 0.39 1.08
*
```

Results of the Löwdin charge analysis, in e, for atoms 1 through 4: number 1, C, carries -0.3304; number 2, C, carries -0.3420; number 3, C, carries -0.3725; number 4, C, carries -0.2965



Most stable structure - (one); separation to the second - 0.0106 hartree.



(one)
Formula: C4H12
Source: OMol25
Level of theory: wB97M-V/def2-TZVPD

The value obtained for the HOMO-LUMO gap (spin up / spin down) is 0.103 / 0.401 Eh. Its expectation value of S² is 0.75.

The geometry in ORCA input format:
```
! RIJCOSX wB97M-V def2-TZVPD def2/J DEFGRID3
* xyz -1 2
C 1.07 0.96 2.10
C -0.40 -0.74 -2.06
C -1.59 -0.02 -1.14
C 0.88 -0.22 1.16
H -1.62 1.05 -1.44
H -0.48 -0.27 -3.02
H 2.05 1.28 2.20
H -0.56 -1.83 -2.22
H -2.37 -0.75 -1.36
H -1.52 -0.22 -0.10
H 1.75 -0.80 0.87
H 0.66 0.73 3.06
H 0.71 1.91 1.87
H 0.48 -0.36 -1.51
H 0.17 -1.04 1.50
H 0.76 0.32 0.10
*
```

Results of the Löwdin charge analysis, in e, for atoms 1 through 4: number 1, C, carries -0.4714; number 2, C, carries -0.2146; number 3, C, carries -0.2375; number 4, C, carries -0.3273



(two)
Formula: C4H12
Source: OMol25
Level of theory: wB97M-V/def2-TZVPD

The value obtained for the HOMO-LUMO gap (spin up / spin down) is 0.104 / 0.458 Eh. Its expectation value of S² is 0.75.

The geometry in ORCA input format:
```
! RIJCOSX wB97M-V def2-TZVPD def2/J DEFGRID3
* xyz -1 2
C 0.94 1.48 -1.45
C 0.07 -1.54 2.32
C -1.37 -1.06 2.05
C 0.44 1.12 -2.85
H -0.65 1.08 -2.87
H 0.66 -0.82 2.88
H 0.55 -1.71 1.36
H 0.02 -2.50 2.81
H 1.77 0.87 -1.09
H -1.63 -1.17 1.00
H -1.60 -0.02 2.26
H 1.27 2.52 -1.44
H 0.13 1.39 -0.73
H -2.08 -1.68 2.60
H 0.80 0.17 -3.27
H 0.68 1.90 -3.57
*
```

Results of the Löwdin charge analysis, in e, for atoms 1 through 4: number 1, C, carries -0.3287; number 2, C, carries -0.3000; number 3, C, carries -0.3510; number 4, C, carries -0.3189



Most stable structure - (two); separation to the second - 0.0589 hartree.



(one)
Formula: C3H14NO3S
Source: OMol25
Level of theory: wB97M-V/def2-TZVPD

The value obtained for the HOMO-LUMO gap is 0.234 Eh.

The geometry in ORCA input format:
```
! RIJCOSX wB97M-V def2-TZVPD def2/J DEFGRID3
* xyz -1 1
S -1.86 -0.85 0.58
O -0.17 -3.60 -3.52
O 0.24 1.43 -2.83
O -1.10 -1.12 -2.67
N 1.26 2.54 1.65
C 0.47 0.12 1.91
C 0.36 1.59 2.32
C -0.82 -0.66 2.08
H 1.39 -0.31 2.35
H -0.68 1.92 2.12
H 0.71 -3.65 -3.14
H 1.31 2.34 0.66
H -1.44 -0.16 2.82
H 0.33 1.22 -1.89
H -0.66 -1.67 2.48
H -1.51 -0.26 -2.78
H 0.75 0.15 0.86
H 0.78 0.79 -3.31
H 0.41 1.79 3.39
H -0.51 -2.70 -3.35
H 2.17 2.57 2.09
H -1.44 -1.49 -1.84
*
```

Results of the Löwdin charge analysis, in e, for atoms 1 through 4: number 1, S, carries 0.1954; number 2, O, carries -0.0898; number 3, O, carries -0.0765; number 4, O, carries -0.1260



(two)
Formula: C3H14NO3S
Source: OMol25
Level of theory: wB97M-V/def2-TZVPD

The value obtained for the HOMO-LUMO gap is 0.228 Eh.

The geometry in ORCA input format:
```
! RIJCOSX wB97M-V def2-TZVPD def2/J DEFGRID3
* xyz -1 1
S -1.61 0.21 1.40
O 1.96 2.33 -1.05
O -2.95 2.61 -3.35
O -0.68 2.85 -1.14
N 2.32 -1.82 0.75
C -0.09 -1.89 0.58
C 1.07 -2.26 1.50
C -1.31 -1.60 1.40
H -2.05 2.95 -3.17
H 0.09 -0.94 -0.01
H -2.20 -1.97 1.13
H -0.32 -2.80 -0.10
H 0.01 2.21 -1.56
H 1.42 3.12 -0.99
H 2.11 -1.55 -0.22
H 1.32 -3.36 1.56
H -1.07 2.03 -0.61
H -1.11 -1.80 2.55
H 1.03 -1.81 2.46
H 2.81 -1.20 1.36
H -3.07 2.44 -2.37
H 2.33 2.27 -0.10
*
```

Results of the Löwdin charge analysis, in e, for atoms 1 through 4: number 1, S, carries 0.1584; number 2, O, carries -0.1091; number 3, O, carries -0.1179; number 4, O, carries -0.1970



Most stable structure - (one); separation to the second - 0.0618 hartree.



(one)
Formula: CH2O2S3
Source: OMol25
Level of theory: wB97M-V/def2-TZVPD

Its SMILES is O=S(=O)=C=S.S. The value obtained for the HOMO-LUMO gap is 0.288 Eh.

The geometry in ORCA input format:
```
! RIJCOSX wB97M-V def2-TZVPD def2/J DEFGRID3
* xyz 0 1
S 0.01 0.60 -0.60
S -3.18 -2.92 -0.29
S -2.87 -0.99 2.57
O -4.21 -0.50 2.48
O -2.01 -0.44 1.53
C -3.14 -2.74 1.22
H -0.77 0.65 -1.73
H -0.94 1.12 0.14
*
```

Results of the Löwdin charge analysis, in e, for atoms 1 through 4: number 1, S, carries 0.4686; number 2, S, carries 0.8217; number 3, S, carries 0.7299; number 4, O, carries -0.4335



(two)
Formula: CH2O2S3
Source: OMol25
Level of theory: wB97M-V/def2-TZVPD

Its SMILES is O=S1(=O)S[C@H]1S. The value obtained for the HOMO-LUMO gap is 0.345 Eh.

The geometry in ORCA input format:
```
! RIJCOSX wB97M-V def2-TZVPD def2/J DEFGRID3
* xyz 0 1
S -0.40 -0.67 -0.79
S -1.06 1.17 -0.93
S 0.45 0.70 1.75
O 0.15 -1.35 -1.98
O -1.06 -1.31 0.31
C 0.60 0.61 0.00
H 1.52 1.29 -0.41
H -0.18 -0.44 2.04
*
```

Results of the Löwdin charge analysis, in e, for atoms 1 through 4: number 1, S, carries 0.3162; number 2, S, carries 0.6407; number 3, S, carries 0.7159; number 4, O, carries -0.3496



Most stable structure - (two); separation to the second - 0.0195 hartree.



(one)
Formula: C5H6O2
Source: OMol25
Level of theory: wB97M-V/def2-TZVPD

Its SMILES is O=CCC#CCO. The value obtained for the HOMO-LUMO gap is 0.354 Eh.

The geometry in ORCA input format:
```
! RIJCOSX wB97M-V def2-TZVPD def2/J DEFGRID3
* xyz 0 1
O 1.81 1.32 -0.71
O -0.90 0.82 -1.19
C -1.24 -0.23 -0.69
C -0.24 -0.01 1.45
C -1.52 -0.39 0.81
C 0.93 0.09 1.16
C 1.77 0.08 -0.07
H -1.34 -1.12 -1.34
H 2.78 -0.31 0.03
H 0.88 1.55 -0.88
H 1.19 -0.64 -0.67
H -1.77 -1.43 1.04
H -2.36 0.26 1.06
*
```

Results of the Löwdin charge analysis, in e, for atoms 1 through 4: number 1, O, carries -0.0444; number 2, O, carries 0.0480; number 3, C, carries -0.2271; number 4, C, carries -0.0386



(two)
Formula: C5H6O2
Source: OMol25
Level of theory: wB97M-V/def2-TZVPD

Its SMILES is C#C[C@H](C=O)CO. The value obtained for the HOMO-LUMO gap is 0.382 Eh.

The geometry in ORCA input format:
```
! RIJCOSX wB97M-V def2-TZVPD def2/J DEFGRID3
* xyz 0 1
O -0.84 -2.01 0.31
O 0.74 0.07 2.09
C 0.37 0.04 -0.26
C -0.41 0.59 -1.38
C 0.22 -1.53 -0.02
C 0.00 0.70 1.07
C -1.03 1.10 -2.28
H 0.80 -0.87 1.83
H 0.32 1.74 1.01
H -1.61 1.48 -3.10
H 1.09 -2.22 -0.14
H 1.43 0.28 -0.42
H -1.09 0.71 1.25
*
```

Results of the Löwdin charge analysis, in e, for atoms 1 through 4: number 1, O, carries 0.0833; number 2, O, carries -0.0528; number 3, C, carries -0.2624; number 4, C, carries -0.1008



(three)
Formula: C5H6O2
Source: OMol25
Level of theory: wB97M-V/def2-TZVPD

The value obtained for the HOMO-LUMO gap (spin up / spin down) is 0.268 / 0.268 Eh.

The geometry in ORCA input format:
```
! RIJCOSX wB97M-V def2-TZVPD def2/J DEFGRID3
* xyz 0 1
O -0.83 -1.47 -0.37
O 1.67 -1.57 0.47
C 0.18 1.16 -0.46
C 0.71 -1.15 1.40
C -0.64 -1.02 0.74
C -1.17 2.72 -2.02
C -0.50 1.94 -1.35
H -1.71 3.38 -2.66
H 1.16 -1.97 -0.25
H 0.61 -1.85 2.25
H 0.99 -0.17 1.81
H -1.45 -0.56 1.33
H 0.99 0.57 -0.91
*
```

Results of the Löwdin charge analysis, in e, for atoms 1 through 4: number 1, O, carries 0.0215; number 2, O, carries -0.0653; number 3, C, carries 0.1215; number 4, C, carries -0.2667



(four)
Formula: C5H6O2
Source: OMol25
Level of theory: wB97M-V/def2-TZVPD

The value obtained for the HOMO-LUMO gap is 0.374 Eh.

The geometry in ORCA input format:
```
! RIJCOSX wB97M-V def2-TZVPD def2/J DEFGRID3
* xyz 0 1
O 2.63 1.30 -0.19
O -2.79 0.50 -1.16
C -1.68 -0.10 0.82
C 0.78 -0.24 -0.33
C -0.39 -0.36 -0.05
C -2.33 -0.37 -0.47
C 2.25 -0.05 -0.36
H -1.74 0.96 1.12
H 2.67 -0.37 -1.31
H -2.01 -0.75 1.67
H 2.16 1.63 0.58
H 2.69 -0.68 0.42
H -2.25 -1.45 -0.73
*
```

Results of the Löwdin charge analysis, in e, for atoms 1 through 4: number 1, O, carries -0.0484; number 2, O, carries 0.0499; number 3, C, carries -0.0769; number 4, C, carries 0.0541



Most stable structure - (two); separation to the second - 0.0302 hartree.